ORCA calculation (ωB97M-V with the def2-TZVPD basis set) on 12 unconnected molecules or ions with the total composition C42H114N6O12 in a non-equilibrium geometry.

## Properties
**LUMO**: 0.46 eV
**Net charge**: 0
**Max |F|**: 0.0706 Eh/bohr
**Kohn-Sham gap**: 9.361 eV
**ΔE to the lowest compared entry with this formula, charge and spin**: 79.29 kcal/mol
**DFT total energy**: -78907.1378 eV

CARTESIAN COORDINATES (ANGSTROEM)
C1 21.242 27.530 27.546
O1 20.703 26.335 26.980
C2 21.602 25.205 26.955
C3 20.819 24.002 26.555
C4 19.594 23.843 27.386
N1 21.587 22.753 26.588
H1 21.945 27.878 26.790
H2 21.831 27.342 28.443
H3 20.603 28.387 27.758
H4 22.470 25.358 26.314
H5 22.010 25.045 27.953
H6 20.438 24.099 25.538
H7 19.019 22.928 27.240
H8 18.815 24.585 27.214
H9 19.821 23.952 28.447
H10 20.919 21.997 26.568
H11 22.052 22.667 25.696
C5 14.318 34.129 31.695
O2 15.297 33.384 30.874
C6 14.918 33.077 29.535
C7 15.675 31.965 28.757
C8 17.130 32.244 28.562
N2 15.062 31.620 27.512
H12 13.898 34.875 31.021
H13 14.886 34.646 32.468
H14 13.598 33.391 32.047
H15 13.863 32.804 29.552
H16 15.012 33.972 28.920
H17 15.616 31.027 29.309
H18 17.626 31.448 28.006
H19 17.683 32.334 29.497
H20 17.287 33.137 27.957
H21 14.117 31.309 27.683
H22 15.008 32.429 26.909
C9 15.472 32.617 24.276
O3 15.572 33.649 25.143
C10 16.537 34.536 24.861
C11 16.268 35.745 25.776
C12 14.940 36.495 25.651
N3 17.348 36.775 25.663
H23 14.680 31.971 24.654
H24 16.384 32.038 24.415
H25 15.334 32.810 23.212
H26 17.419 33.947 25.116
H27 16.583 34.880 23.828
H28 16.453 35.352 26.776
H29 14.974 37.482 26.112
H30 14.122 35.922 26.088
H31 14.821 36.667 24.581
H32 18.152 36.226 25.393
H33 17.206 37.255 24.786
C13 23.063 36.667 19.578
O4 22.257 35.642 20.187
C14 23.028 34.407 20.357
C15 22.328 33.514 21.416
C16 23.263 32.564 22.179
N4 21.240 32.787 20.738
H34 23.444 36.155 18.694
H35 23.842 36.912 20.301
H36 22.524 37.570 19.292
H37 23.212 33.946 19.387
H38 24.000 34.750 20.715
H39 21.907 34.185 22.164
H40 24.137 33.092 22.561
H41 23.647 31.864 21.437
H42 22.841 32.002 23.012
H43 20.695 33.489 20.260
H44 21.683 32.195 20.050
C17 23.409 29.846 29.892
O5 22.783 30.755 30.737
C18 22.720 30.418 32.131
C19 22.315 31.587 33.116
C20 22.245 31.226 34.583
N5 21.056 32.227 32.801
H45 24.397 29.625 30.296
H46 23.588 30.262 28.901
H47 22.865 28.901 29.877
H48 22.122 29.515 32.248
H49 23.717 30.095 32.430
H50 22.996 32.420 32.944
H51 23.205 30.970 35.031
H52 21.632 30.352 34.805
H53 21.763 31.989 35.195
H54 20.940 32.254 31.799
H55 20.367 31.503 32.945
C21 18.459 30.340 33.969
O6 19.207 30.007 32.830
C22 18.930 28.678 32.252
C23 19.421 28.460 30.841
C24 18.669 29.280 29.801
N6 19.234 27.074 30.550
H56 18.848 31.205 34.506
H57 18.536 29.532 34.697
H58 17.391 30.479 33.799
H59 19.294 27.878 32.898
H60 17.843 28.603 32.228
H61 20.473 28.726 30.737
H62 18.693 30.368 29.870
H63 17.599 29.104 29.695
H64 19.102 29.193 28.804
H65 19.771 26.538 31.216
H66 19.587 26.867 29.626
C25 20.554 36.074 31.225
C26 19.817 36.291 29.909
C27 20.190 35.301 28.775
O7 18.413 36.335 30.175
H67 20.189 36.583 32.117
H68 21.540 36.517 31.090
H69 20.583 35.014 31.481
H70 20.054 37.287 29.533
H71 21.269 35.344 28.627
H72 19.758 35.600 27.820
H73 19.903 34.268 28.973
H74 18.068 36.961 29.534
C28 26.315 32.843 25.004
C29 25.636 32.716 26.328
C30 25.043 34.023 26.685
O8 24.666 31.678 26.215
H75 25.724 33.214 24.167
H76 26.855 31.907 24.859
H77 27.097 33.601 25.056
H78 26.430 32.456 27.028
H79 24.357 34.355 25.905
H80 25.761 34.779 27.001
H81 24.534 33.878 27.637
H82 25.060 30.996 25.667
C31 20.107 31.017 25.190
C32 21.294 31.626 25.968
C33 21.138 32.087 27.395
O9 22.206 30.574 25.945
H83 19.759 30.037 25.515
H84 20.211 30.921 24.109
H85 19.225 31.656 25.219
H86 21.781 32.388 25.360
H87 22.033 32.641 27.679
H88 21.006 31.171 27.972
H89 20.228 32.643 27.619
H90 23.076 30.954 26.085
C34 17.224 27.158 27.055
C35 16.765 28.606 26.877
C36 16.374 28.850 25.407
O10 15.593 28.883 27.686
H91 17.413 26.961 28.110
H92 18.172 26.968 26.549
H93 16.483 26.392 26.828
H94 17.584 29.286 27.113
H95 17.322 28.744 24.880
H96 16.056 29.866 25.172
H97 15.680 28.159 24.927
H98 15.408 29.824 27.706
C37 23.715 27.537 22.178
C38 22.677 28.445 22.893
C39 21.679 27.543 23.710
O11 23.489 29.084 23.874
H99 24.273 26.930 22.892
H100 24.433 28.047 21.536
H101 23.259 26.752 21.575
H102 22.167 29.156 22.243
H103 22.206 26.838 24.353
H104 21.061 26.917 23.066
H105 21.013 28.163 24.310
H106 22.872 29.604 24.394
C40 20.836 37.609 24.978
C41 20.783 36.305 24.228
C42 21.472 35.231 24.942
O12 19.447 35.971 24.011
H107 20.338 38.370 24.377
H108 21.884 37.893 25.067
H109 20.325 37.577 25.940
H110 21.290 36.334 23.264
H111 21.402 34.290 24.397
H112 21.036 35.109 25.934
H113 22.542 35.399 25.061
H114 19.493 35.143 23.527

Forces on the atoms, in the same order (eV/Å):
1.84 -0.45 -1.09
-0.50 -0.14 0.46
0.03 1.14 0.69
-1.24 -0.98 -1.20
-1.47 0.43 1.26
0.48 0.17 0.04
0.33 0.52 0.13
-0.07 -0.29 0.29
-0.84 -0.73 -0.31
0.02 0.29 -0.36
0.01 -0.07 0.33
0.12 0.64 -0.37
0.54 -0.45 -0.11
0.38 0.44 -0.26
0.10 -0.30 0.20
-0.08 -0.16 0.25
0.47 -0.03 -0.04
1.36 -0.91 -2.17
0.49 -0.22 0.45
-0.60 0.34 0.19
0.29 -0.55 2.09
0.97 0.27 -0.32
-0.65 0.52 -0.57
-0.51 0.11 0.28
-0.13 -0.36 0.07
-0.21 0.40 0.27
-0.32 -0.16 -0.21
-0.06 0.43 -0.18
0.00 0.06 0.68
-0.21 -0.26 -0.06
-0.23 0.30 0.10
-0.02 0.35 0.09
-0.35 0.06 -0.09
0.06 0.18 -0.38
0.25 -2.56 0.05
-3.55 0.43 0.64
0.72 1.79 0.57
1.77 1.12 1.01
0.36 -0.92 -0.34
-0.36 -0.94 -0.29
-0.20 -0.03 -0.34
0.39 -0.52 -0.55
-0.12 0.58 -0.02
1.27 0.90 -0.07
-0.14 -0.17 -0.48
-0.63 -0.06 0.35
0.29 -0.20 0.23
-0.15 0.07 -0.36
-0.58 -0.04 -0.13
0.60 0.15 0.39
-0.29 0.51 -0.26
-0.09 -1.59 0.24
-0.33 -0.49 0.17
0.16 1.76 1.16
-0.04 0.13 -0.44
0.43 0.20 -1.07
0.17 0.09 1.03
0.62 0.70 -0.32
0.36 0.23 -0.28
-0.42 -0.36 0.23
-0.30 -0.36 -0.09
0.37 -0.20 0.24
-0.25 0.23 -0.19
-0.05 0.18 0.01
0.15 -0.41 0.16
-0.42 0.12 -0.21
-0.23 -0.10 -0.30
-0.18 -0.17 -0.27
0.73 -0.51 0.84
-1.06 1.78 0.80
0.81 -0.26 0.35
0.03 0.49 -1.47
0.39 -0.95 0.68
-1.25 -0.57 -0.56
0.38 -0.23 0.05
-0.56 0.11 0.03
-0.17 -0.19 -0.39
-0.62 0.05 0.17
0.45 0.01 0.13
0.84 -0.36 0.22
0.21 0.23 -0.09
-0.22 -0.31 -0.53
0.30 0.44 -0.37
0.48 0.63 -0.60
-0.46 -0.04 0.53
-0.28 -1.04 0.86
0.41 -0.95 -1.24
-0.99 1.46 0.95
0.05 1.63 -0.55
-0.29 1.13 -0.74
-0.27 -0.96 0.12
0.24 0.24 -0.62
-0.04 -0.31 0.22
-0.09 0.15 -0.44
0.27 0.10 0.32
-0.20 -0.29 -0.02
0.33 0.37 0.32
0.46 0.10 0.98
-0.05 -0.71 0.25
0.06 -0.67 -0.06
0.09 -0.38 -0.05
-0.04 -0.17 -0.18
0.45 -0.12 -0.27
-0.44 0.28 -0.03
0.11 0.44 0.60
-0.07 -0.24 -0.23
-0.70 0.20 -0.41
0.41 -0.58 0.03
0.34 -0.04 -0.03
0.43 0.18 -0.02
0.18 -0.15 0.07
-0.31 0.11 0.07
-0.06 0.12 0.26
-0.41 -0.12 -0.03
1.53 0.33 -0.33
0.90 0.28 -1.15
-1.07 0.10 1.69
-0.14 0.24 0.58
-0.46 -0.70 0.07
-0.15 -0.10 -0.87
0.24 0.05 0.31
-0.21 -0.27 0.45
0.03 0.22 0.18
0.35 -0.03 -0.78
-0.77 0.07 -0.07
0.06 -0.26 -0.16
-1.29 1.09 0.10
-0.55 -0.48 -1.60
-0.98 -0.44 0.01
1.09 -1.57 0.04
0.38 -0.05 0.54
0.94 0.02 -0.06
-0.21 0.25 0.44
-0.53 0.62 -0.09
-0.12 -0.09 0.31
0.41 -0.01 0.37
0.13 0.41 -0.36
0.38 0.12 0.35
0.00 0.21 1.18
-2.18 -0.16 -1.03
1.32 0.24 -0.35
0.96 -1.50 0.49
0.20 0.24 0.26
-0.12 0.01 -0.27
-0.18 0.30 -0.61
0.06 0.09 0.22
0.13 -0.10 -0.50
-0.18 0.06 0.46
-0.13 -0.21 0.56
0.36 0.38 -0.68
-0.72 -0.43 -0.49
1.19 -2.58 1.28
0.04 0.40 -1.09
-0.08 0.80 -0.38
0.05 0.48 0.45
-0.10 0.31 0.16
-0.43 0.23 -0.34
0.00 -0.01 -0.12
0.28 0.31 0.09
-0.15 0.14 -0.24
0.04 -0.01 0.11
-0.12 0.41 0.70
0.08 0.49 -0.79
0.77 0.80 -0.34
0.75 -1.43 1.21
-0.73 -0.48 -0.52
-0.01 0.14 0.05
-0.06 0.14 0.33
0.17 -0.23 0.06
0.03 0.82 -0.39
-0.19 -0.18 0.01
0.04 -0.26 0.12
0.03 0.30 0.01
-0.49 -0.25 -0.16